Entry 1:
This record from the Open Molecules 2025 dataset describes one molecule with the formula C4H5N3. The level of theory is ωB97M-V with the def2-TZVPD basis set.

```
12
Properties=species:S:1:pos:R:3
N -1.79380 0.10508 -0.74513
C -0.53402 0.06001 -0.17966
C 0.10640 0.69484 0.90194
N 0.77021 0.83302 -0.42886
C 1.78140 -0.18800 -0.40390
N 1.50460 -1.19580 0.32481
C 0.20047 -0.81116 0.82781
H -2.19484 1.03339 -0.78484
H -1.87298 -0.36794 -1.63543
H -0.11693 1.47818 1.61422
H 2.68847 -0.06796 -0.98738
H -0.33624 -1.47498 1.49746
```

HOMO-LUMO gap in eV: 10.92
Energy above the lowest of the compared OMol25 structures with the same formula, charge and spin in kJ/mol: 357.4
Structure (SMILES): N[C@@]12[C@H]3N=CN1[C@H]32
LUMO level in eV: 0.991
HOMO in eV: -9.932
Max |F| in eV/A: 0.4

---

Entry 2:
This record from the Open Molecules 2025 dataset describes an isolated ion of composition C16H28N3O4S and charge +1. The level of theory is ωB97M-V with the def2-TZVPD basis set.

```
52
Properties=species:S:1:pos:R:3
C -4.22748 -1.70537 2.48253
N -4.35900 -2.37875 1.21452
S -3.22525 -1.97671 0.09668
O -1.92231 -2.01132 0.70770
O -3.43918 -2.72333 -1.09703
C -3.42262 -0.22395 -0.32706
C -4.10915 0.54269 -1.22713
C -3.45008 1.79504 -1.26650
C -2.40647 1.70691 -0.38089
C -1.16890 2.47089 -0.12165
O -0.65935 3.24808 -0.89899
N -0.56323 2.06142 1.02984
H -1.06263 1.42538 1.63207
C 0.83551 2.25928 1.28629
H 1.19850 2.97358 0.54483
C 1.61947 0.93533 1.28961
H 2.58126 1.11691 1.77296
H 1.06134 0.21824 1.89778
N 1.90251 0.27431 -0.02232
C 0.65768 -0.22658 -0.64212
H 0.02031 0.60389 -0.92643
H 0.89281 -0.78497 -1.54576
H 0.10660 -0.88325 0.03339
C 2.54989 1.25592 -0.94617
H 1.75569 1.89056 -1.34307
C 3.34921 0.65981 -2.10546
H 2.90127 -0.26234 -2.47362
C 4.82217 0.43592 -1.76257
C 5.06783 -0.72447 -0.80384
H 6.12718 -0.74106 -0.54749
C 4.25234 -0.63879 0.48638
H 4.41964 0.32428 0.96847
C 2.76630 -0.91673 0.25882
H 2.67748 -1.60568 -0.58161
H 2.33674 -1.41706 1.12854
H 4.62293 -1.40328 1.17074
H 4.84303 -1.66870 -1.30325
H 5.36825 0.23943 -2.68523
H 5.23030 1.35523 -1.33781
H 3.30335 1.37922 -2.92431
H 3.22116 1.88545 -0.35950
H 0.96895 2.70453 2.27795
O -2.40797 0.47608 0.19622
H -3.70597 2.64105 -1.87041
H -4.96260 0.24635 -1.80039
C -5.70097 -2.51453 0.69998
H -6.26925 -3.17390 1.35482
H -5.62857 -2.96327 -0.28700
H -6.21294 -1.54831 0.63053
H -3.16686 -1.65156 2.71490
H -4.65507 -0.69546 2.46000
H -4.73384 -2.28644 3.25206
```

HOMO-LUMO gap in eV: 9.72
Energy above the lowest of the compared OMol25 structures with the same formula, charge and spin in kJ/mol: 6.8
Structure (SMILES): CN(C)S(=O)(=O)c1ccc(C(=O)NCC[N+]2(C)CCCCCC2)o1
LUMO level in eV: -2.387
HOMO in eV: -12.105
Max |F| in eV/A: 1.2
Net charge: +1

---

Entry 3:
This record from the Open Molecules 2025 dataset describes C25H38P2Pb as an isolated structure. The level of theory is ωB97M-V with the def2-TZVPD basis set.

```
66
Properties=species:S:1:pos:R:3
P 1.42366 2.46664 -0.58211
P 0.14153 -1.94256 -0.78481
C 0.76607 0.97829 -1.53024
C -0.24075 -0.08827 -1.01741
H 1.68983 0.47319 -1.89365
H 0.33121 1.44978 -2.43798
H -1.03398 0.33907 -0.35769
H -0.84915 -0.25944 -1.93388
C 0.01935 -2.40284 -2.55045
H 0.79874 -3.13164 -2.84126
H 0.15875 -1.50109 -3.16497
H -0.97566 -2.82819 -2.71849
C -1.39060 -2.71563 -0.12735
H -2.15841 -2.70543 -0.90448
H -1.76103 -2.19185 0.75643
H -1.22034 -3.76247 0.17079
C 1.60297 3.93186 -1.66177
H 2.26148 4.66792 -1.17273
H 0.60493 4.34759 -1.81125
H 2.08742 3.64553 -2.60779
C 0.21563 3.05331 0.65142
H -0.73829 2.59278 0.36566
H 0.14516 4.15731 0.57141
H 0.43903 2.83245 1.73376
Pb -0.29084 0.51915 1.95261
C -3.45987 -0.19304 -0.61105
C -2.96618 -0.37168 -1.85443
C -2.87456 0.69360 -2.91405
C -3.05010 2.15625 -2.42649
C -2.36188 2.57202 -1.12519
C -2.92704 2.46440 0.11643
C -4.31725 1.99610 0.32307
C -4.64140 0.72853 -0.47450
C 1.85778 1.38754 2.09292
H -3.18769 -0.80706 0.27069
H -2.74874 -1.36979 -2.23391
H -3.65718 0.50351 -3.66070
H -1.92818 0.63852 -3.48937
H -2.63054 2.81346 -3.20378
H -4.12453 2.43729 -2.46289
H -1.56863 3.33362 -1.29326
H -2.57320 3.05748 0.96510
H -5.03960 2.77713 0.04233
H -4.49525 1.79817 1.38413
H -5.46925 0.18118 -0.00368
H -5.06101 0.99452 -1.46173
H 2.50904 0.53605 2.34170
H 1.86320 2.08516 2.95827
H 2.36862 1.94125 1.24138
C 4.31410 -3.51781 4.35742
C 3.13276 -2.87561 4.77202
C 2.23129 -2.33216 3.86629
C 2.55526 -2.28471 2.47853
C 1.93801 -1.44587 1.51244
C 2.56267 -1.21012 0.28770
C 3.56114 -2.11318 -0.18902
C 4.12010 -3.01487 0.68251
C 3.74619 -3.00472 2.04678
C 4.58217 -3.60833 3.00303
H 5.00631 -3.93419 5.08643
H 2.89929 -2.82186 5.83302
H 1.26898 -1.91082 4.18122
H 2.32189 -0.31833 -0.32173
H 3.86772 -2.04037 -1.23023
H 4.90741 -3.69337 0.36810
H 5.44140 -4.15336 2.64074
```

HOMO-LUMO gap (alpha / beta) in eV: 4.19 / 5.37
Energy above the lowest of the compared OMol25 structures with the same formula, charge and spin in kJ/mol: 333.4
LUMO level (alpha / beta) in eV: -8.940 / -7.751
HOMO (alpha / beta) in eV: -13.129 / -13.119
Max |F| in eV/A: 2.7
Net charge: +2

---

Entry 4:
This record from the Open Molecules 2025 dataset describes C19H36BNO9P3SSr as an isolated structure. The level of theory is ωB97M-V with the def2-TZVPD basis set.

```
71
Properties=species:S:1:pos:R:3
C 1.33005 -0.55946 4.04947
C 0.53998 0.32101 3.09942
O 1.24499 0.58709 1.93886
C 0.46207 0.59953 0.69333
C -0.93939 1.23691 0.80802
C -1.11660 2.76545 0.93495
C -2.41233 3.30189 0.33430
C -3.60731 2.45101 0.69980
O -3.63594 2.27299 2.11334
C -4.97627 2.20139 2.58636
O 0.14157 -0.71258 0.46321
P 1.02347 -1.56843 -0.78151
N 1.91102 -2.37856 -2.10596
C -0.46708 -1.34733 -1.98589
C -1.39222 -2.50260 -1.76989
O -2.21683 -2.45490 -0.87891
C -1.27917 -3.72803 -2.62253
C -1.92257 -3.79375 -3.84587
C -1.82336 -4.93499 -4.61688
C -1.08008 -6.01320 -4.17884
C -0.40657 -5.93822 -2.97326
C -0.51074 -4.79799 -2.20467
P 2.75299 -2.14881 0.57514
O 2.69176 -3.59229 0.95442
O 1.83928 -0.06756 -1.19146
C 1.53427 1.04672 -0.37929
B 2.96758 1.48313 0.24358
O 4.11403 1.10182 -0.36036
C 3.03067 2.36129 1.56616
C 1.67153 2.93103 1.79749
P 1.12117 2.27255 -1.72041
O 2.27691 2.04542 -2.80502
O 1.45189 3.76506 -1.12777
S -0.57557 2.15506 -2.60115
H 2.25918 -0.10356 4.37536
H 1.49806 -1.51017 3.55561
H 0.69760 -0.78493 4.90616
H -0.42562 -0.14914 2.94611
H 0.36140 1.31822 3.66061
H -1.45632 0.80170 1.65528
H -1.48800 0.87782 -0.05185
H -1.18987 3.00868 2.03324
H -0.29685 3.34645 0.54897
H -2.34965 3.47176 -0.73405
H -2.60512 4.27962 0.78658
H -3.57995 1.49775 0.17135
H -4.50065 2.99531 0.39583
H -4.98111 1.79138 3.58987
H -5.42597 3.19400 2.60256
H -5.56060 1.54241 1.94864
H 0.45679 -2.78993 -0.33021
H 2.62635 -3.01915 -1.78402
H 2.31464 -1.70718 -2.74424
H -0.16443 -1.26165 -3.02274
H -1.04468 -0.48348 -1.67215
H -2.50311 -2.94878 -4.18924
H -2.32979 -4.98566 -5.56942
H -1.03892 -6.89695 -4.79511
H 0.18172 -6.78541 -2.65863
H 0.00745 -4.76707 -1.25736
H 2.93481 -1.33309 1.73753
H 3.95227 -1.92845 -0.16347
H 4.75022 0.70578 0.24469
H 3.79889 3.13088 1.59445
H 3.28944 1.68544 2.38435
H 0.87198 2.19055 1.73937
H 1.64331 3.37119 2.83287
H 1.40464 3.75010 1.13529
H 2.98487 2.69281 -2.69427
H 1.18545 4.37436 -1.83213
Sr -0.02168 3.06771 3.94596
```

HOMO-LUMO gap in eV: 3.19
LUMO level in eV: -6.036
HOMO in eV: -9.225
Max |F| in eV/A: 3.5
Net charge: +1

---

Entry 5:
This record from the Open Molecules 2025 dataset describes a 2-piece molecular cluster, C4H4 overall. The level of theory is ωB97M-V with the def2-TZVPD basis set.

```
8
Properties=species:S:1:pos:R:3
C 2.32376 1.66871 0.51099
C 1.24313 1.24427 0.31329
C -1.21224 -1.46331 -0.32282
C -2.36510 -1.37103 -0.51848
H 3.47251 1.48869 0.57776
H 0.28819 1.00375 0.18032
H -0.21165 -1.84406 -0.25282
H -3.48640 -1.12019 -0.40312
```

HOMO-LUMO gap in eV: 12.02
Energy above the lowest of the compared OMol25 structures with the same formula, charge and spin in kJ/mol: 264.2
Structure (SMILES): C#C.C#C
LUMO level in eV: 1.174
HOMO in eV: -10.842
Max |F| in eV/A: 6.1

---

Entry 6:
This record from the Open Molecules 2025 dataset describes a 7-piece molecular cluster, C12H18BBr6NO14 overall. The level of theory is ωB97M-V with the def2-TZVPD basis set.

```
52
Properties=species:S:1:pos:R:3
N 14.93068 22.47528 19.36851
H 14.85429 21.60160 18.86757
H 14.24795 23.11133 18.98195
H 15.83408 22.90095 19.21759
H 14.88476 22.28950 20.36022
O 17.21511 26.44152 11.22153
C 16.63775 27.13266 12.04821
O 15.34980 27.07586 12.30258
B 15.11023 27.62242 13.63780
O 16.34804 28.25911 14.06531
C 17.25000 27.98659 13.19237
O 18.40140 28.31482 13.27346
O 13.86907 28.48715 13.67347
C 13.00722 28.05553 14.53369
O 11.83428 28.54018 14.70121
C 13.58038 26.82246 15.21738
O 14.75558 26.63460 14.66965
O 13.05536 26.23625 16.12330
O 13.87582 17.39657 14.13347
C 14.99138 17.74076 14.83880
O 15.06529 17.91485 16.03797
O 16.00000 17.92354 14.17937
H 14.33846 17.35464 13.29334
O 21.80018 24.99482 17.07247
C 20.82808 24.12542 16.84425
O 19.85418 24.14181 17.58444
O 20.90151 23.29479 15.93663
H 21.29029 25.45173 17.74541
Br 11.84161 12.77265 20.70221
C 11.82514 14.79192 20.98253
C 12.94883 15.30563 21.85705
Br 12.49387 17.14357 22.21368
H 11.01194 15.06838 21.65363
H 11.81652 15.20915 19.97558
H 13.80263 15.16940 21.19330
H 13.13079 14.75576 22.78044
Br 17.82092 15.07097 26.95469
C 18.80553 16.28459 25.57794
C 18.08315 17.61607 25.53339
Br 18.51789 18.67412 23.82293
H 18.84881 15.78576 24.60975
H 19.76180 16.42778 26.08108
H 18.50959 18.19630 26.35168
H 17.01294 17.57634 25.73629
Br 15.44664 28.84930 28.89018
C 15.67032 27.78502 27.27816
C 14.75071 26.48622 27.39908
Br 14.72661 25.55153 25.66636
H 16.69456 27.41660 27.22067
H 15.38350 28.35028 26.39141
H 13.72216 26.59976 27.74158
H 15.12297 25.86594 28.21442
```

HOMO-LUMO gap in eV: 3.32
Energy above the lowest of the compared OMol25 structures with the same formula, charge and spin in kJ/mol: 572.8
LUMO level in eV: 1.267
HOMO in eV: -2.054
Max |F| in eV/A: 5.4
Net charge: -2

---

Entry 7:
This record from the Open Molecules 2025 dataset describes a 6-piece molecular cluster, C36H60BClFN5O8P2S overall. The level of theory is ωB97M-V with the def2-TZVPD basis set.

```
115
Properties=species:S:1:pos:R:3
C 4.06974 1.79124 4.87602
C 4.17280 2.10769 3.38105
O 2.83485 2.33606 2.88113
B 2.62180 2.10122 1.56800
O 3.64618 2.25315 0.64463
C 1.18978 1.63518 1.02201
C 0.14241 1.16941 2.07185
F -0.22573 2.36932 2.69217
P 0.80583 0.16458 3.51329
C 2.28148 -0.78755 2.94022
O -0.30181 -1.07296 3.81551
C -1.13360 0.76468 1.28178
C -2.45221 0.86821 2.05955
C -3.04150 -0.39548 2.71846
C -3.22436 -0.24478 4.23527
Cl -4.91700 0.09193 4.70035
C -1.00149 -0.41420 0.30355
C -2.32592 -0.65235 -0.42869
C -3.17231 -1.72574 -0.16918
C -4.34494 -1.89910 -0.90283
C -4.70272 -1.02410 -1.92542
C -3.86231 0.05845 -2.17316
C -2.69223 0.24168 -1.44420
P -0.12570 -1.97798 0.87116
O 0.16906 -2.66668 -0.57904
O -1.20584 -2.99473 1.54689
O -0.13684 0.08591 -0.79882
S 1.32559 0.62220 -0.45509
O 2.32641 -0.39138 -0.31857
O 1.61507 1.55389 -1.50757
H 4.28776 0.74166 5.05940
H 4.77795 2.38635 5.43688
H 3.04472 1.96723 5.18455
H 4.79430 2.97923 3.21653
H 4.61276 1.25314 2.87849
H 3.81289 3.17681 0.43520
H 0.74676 2.54646 0.61371
H 3.17077 -0.31718 3.34047
H 2.23522 -1.78640 3.36920
H 2.36355 -0.88431 1.86260
H 0.22528 -1.77031 4.21893
H -1.19791 1.59964 0.57911
H -2.39767 1.63855 2.82042
H -3.19317 1.23994 1.35814
H -2.46955 -1.30192 2.57371
H -4.03347 -0.56638 2.31472
H -2.91940 -1.14524 4.75336
H -2.59742 0.54713 4.62997
H -2.94843 -2.44007 0.60349
H -4.99469 -2.74011 -0.71160
H -5.60190 -1.17503 -2.51088
H -4.13507 0.73472 -2.96935
H -2.08183 1.09117 -1.70513
H -0.50609 -2.31908 -1.18579
H -0.94894 -3.20656 2.44610
C 0.22774 2.84453 -6.85034
C 1.18656 2.81519 -5.66347
C 0.73992 1.88836 -4.53399
C -0.50436 2.31838 -3.90331
N -1.48799 2.65532 -3.41556
H -0.75189 3.23026 -6.56218
H 0.61862 3.49088 -7.63640
H 0.09012 1.84639 -7.27263
H 1.32324 3.82286 -5.27860
H 2.16167 2.47311 -6.00584
H 1.51590 1.86197 -3.77088
H 0.61933 0.86658 -4.90199
C -7.27249 -5.08452 -1.76160
C -8.68246 -4.66457 -2.15962
C -8.71798 -3.84082 -3.45105
C -8.02152 -2.56280 -3.31858
N -7.47374 -1.55934 -3.21440
H -6.64435 -4.21742 -1.55625
H -7.29801 -5.69518 -0.85941
H -6.79781 -5.66969 -2.55090
H -9.14026 -4.09768 -1.34714
H -9.29321 -5.55671 -2.30710
H -9.75345 -3.64014 -3.73072
H -8.27264 -4.40767 -4.27039
C 6.81966 1.70295 -4.05966
C 5.97393 1.70736 -2.79083
C 4.46867 1.69038 -3.07195
C 4.02163 2.89436 -3.77132
N 3.65876 3.84488 -4.30484
H 6.63995 2.59630 -4.65988
H 7.88082 1.68030 -3.81102
H 6.59925 0.82800 -4.67422
H 6.22665 2.58047 -2.18640
H 6.21790 0.82731 -2.19373
H 3.91478 1.61194 -2.13378
H 4.20609 0.81157 -3.66497
C 1.96624 4.66977 8.20184
C 3.35307 4.22567 8.65291
C 4.47412 5.10946 8.09522
C 4.55434 5.03790 6.63830
N 4.60077 4.98869 5.49291
H 1.86030 4.60268 7.11803
H 1.20056 4.03580 8.64799
H 1.76738 5.70018 8.50187
H 3.51886 3.18804 8.35717
H 3.40360 4.25670 9.74263
H 5.43249 4.79570 8.51226
H 4.32255 6.14724 8.39659
C 0.70275 -4.35412 -4.48445
C 0.68685 -5.15611 -3.18797
C 0.05738 -6.54348 -3.34976
C -1.35773 -6.47252 -3.71034
N -2.46637 -6.41269 -4.00111
H -0.30899 -4.15960 -4.84414
H 1.18883 -3.39111 -4.32685
H 1.24844 -4.88299 -5.26842
H 0.15487 -4.59416 -2.41973
H 1.71169 -5.28170 -2.83504
H 0.14877 -7.09794 -2.41437
H 0.59415 -7.11490 -4.10921
```

HOMO-LUMO gap in eV: 8.69
Structure (SMILES): CCOB(O)[C@@H]1[C@](F)(P(C)O)[C@H](CCCCl)[C@](c2ccccc2)(P(O)O)OS1(=O)=O.CCCC#N.CCCC#N.CCCC#N.CCCC#N.CCCC#N
LUMO level in eV: 0.142
HOMO in eV: -8.544
Max |F| in eV/A: 2.4

---

Entry 8:
This record from the Open Molecules 2025 dataset describes one molecule with the formula C4H4N2. The level of theory is ωB97M-V with the def2-TZVPD basis set.

```
10
Properties=species:S:1:pos:R:3
C 1.13434 0.70726 0.00784
C 1.12684 -0.68939 0.02545
N 0.01090 -1.37522 -0.18809
C -1.11212 -0.67017 -0.09191
C -1.11403 0.70915 0.05364
N 0.01147 1.42892 -0.02279
H 2.04661 1.26333 -0.18667
H 1.95242 -1.34155 0.28589
H -2.00063 -1.27603 0.00085
H -2.05580 1.24369 0.11579
```

HOMO-LUMO gap in eV: 10.21
Energy above the lowest of the compared OMol25 structures with the same formula, charge and spin in kJ/mol: 49.1
Structure (SMILES): c1cnccn1
LUMO level in eV: 0.408
HOMO in eV: -9.802
Max |F| in eV/A: 1.1

---

Entry 9:
This record from the Open Molecules 2025 dataset describes one molecule with the formula C4H8O. The level of theory is ωB97M-V with the def2-TZVPD basis set.

```
13
Properties=species:S:1:pos:R:3
C 1.61144 0.76112 -0.28510
C 0.97613 -0.52472 0.40012
C -1.32154 -0.37190 -0.18502
C -1.43260 0.94619 0.18318
H 2.40874 1.19452 0.28302
H 0.81730 1.44262 -0.57951
H 1.96450 0.41568 -1.21263
H 0.72310 -0.41589 1.55945
H 1.79585 -1.33717 0.42696
H -2.26133 -0.88722 -0.59042
H -0.71130 1.56971 0.77633
H -2.47385 1.40061 0.08399
O -0.15795 -1.03088 -0.17828
```

HOMO-LUMO gap in eV: 9.90
Energy above the lowest of the compared OMol25 structures with the same formula, charge and spin in kJ/mol: 189.0
Structure (SMILES): C=COCC
LUMO level in eV: 1.126
HOMO in eV: -8.772
Max |F| in eV/A: 4.1